# C5H8O2

A structure of composition C5H8O2 (the ωB97M-V functional and the def2-TZVPD basis, the OMol25 dataset).

Atoms and positions in Å:
C: 0.028 1.112 -1.335
C: 0.047 0.065 -0.263
C: 1.325 -0.380 0.471
O: 0.825 -1.706 0.703
C: -0.362 -1.386 0.012
C: -1.140 -0.232 0.588
O: -1.277 0.257 1.881
H: 0.800 0.987 -2.099
H: -0.954 1.145 -1.815
H: 0.183 2.088 -0.854
H: 1.620 0.119 1.406
H: 2.198 -0.416 -0.195
H: -0.807 -2.135 -0.640
H: -2.115 -0.196 0.095
H: -0.470 0.725 2.109

E_HOMO   -0.3339 Eh
Kohn-Sham gap   0.3628 Eh
LUMO energy   0.8 eV

Partial atomic charges computed with the Mulliken method, in multiples of e: -1.44, 0.61, -0.36, -0.40, -0.13, -0.21, -0.55, 0.35, 0.33, 0.31, 0.20, 0.29, 0.35, 0.34, 0.32

***

# C13H27NSi2V

A structure of composition C13H27NSi2V in a non-equilibrium geometry (the ωB97M-V functional and the def2-TZVPD basis, the OMol25 dataset).

Atoms and positions in Å:
V: -0.226 -0.690 -1.627
C: 0.141 -0.580 -3.695
H: 1.225 -0.661 -3.893
H: -0.378 -1.509 -4.009
H: -0.285 0.298 -4.204
H: -1.738 -0.590 -2.769
H: -2.022 -0.509 -2.006
C: -3.011 0.830 0.704
Si: -1.646 -0.216 1.442
C: -1.098 0.457 3.119
C: -2.287 -1.967 1.619
C: -0.110 -0.022 0.347
C: 0.243 1.316 -0.226
C: 0.548 2.510 0.435
C: 0.913 3.611 -0.345
C: 0.911 3.506 -1.733
C: 0.576 2.284 -2.340
N: 0.296 1.217 -1.572
Si: 1.379 -1.219 0.551
C: 2.683 -0.243 1.463
C: 0.988 -2.778 1.535
C: 1.856 -1.631 -1.238
H: -3.825 0.949 1.434
H: -3.429 0.362 -0.197
H: -2.653 1.830 0.428
H: -1.932 0.387 3.830
H: -0.245 -0.100 3.533
H: -0.803 1.514 3.040
H: -2.648 -2.360 0.659
H: -1.563 -2.680 2.026
H: -3.148 -1.939 2.304
H: 0.569 2.518 1.530
H: 1.213 4.534 0.145
H: 1.178 4.348 -2.366
H: 0.549 2.160 -3.424
H: 2.310 0.093 2.441
H: 3.558 -0.887 1.625
H: 2.996 0.644 0.896
H: 0.276 -3.434 1.018
H: 1.934 -3.331 1.650
H: 0.598 -2.571 2.541
H: 1.115 -2.148 -1.884
H: 2.413 -0.891 -1.832
H: 2.582 -2.414 -0.960

2S+1   4
E_HOMO (spin up / spin down)   -0.2373 / -0.2551 Eh
Kohn-Sham gap (spin up / spin down)   0.2483 / 0.2656 Eh
LUMO energy (spin up / spin down)   0.3 / 0.3 eV

Partial atomic charges computed with the Mulliken method, in multiples of e: -0.14, -1.82, 0.37, 0.48, 0.45, -0.08, 0.06, -1.11, -0.04, -1.05, -1.04, 1.49, -0.63, -0.46, -0.43, -0.86, -0.05, 0.33, 0.28, -1.11, -1.17, -1.11, 0.44, 0.29, 0.31, 0.41, 0.25, 0.26, 0.27, 0.33, 0.38, 0.28, 0.44, 0.40, 0.34, 0.29, 0.39, 0.34, 0.33, 0.42, 0.31, 0.34, 0.37, 0.47

***

# C33H36FeN5O2S2

A structure of composition C33H36FeN5O2S2 (the ωB97M-V functional and the def2-TZVPD basis, the OMol25 dataset).

Atoms and positions in Å:
Fe: -0.338 -0.569 0.181
C: -0.244 0.971 1.791
C: -0.998 1.618 0.796
C: -2.131 0.750 0.493
C: -2.069 -0.314 1.422
C: -0.888 -0.226 2.210
C: -0.632 -0.930 3.534
C: -1.655 -2.039 3.784
C: -0.818 0.141 4.626
C: 0.779 -1.505 3.646
C: -3.373 0.910 -0.407
C: -3.085 1.105 -1.905
C: -4.252 -0.346 -0.310
C: -4.241 2.079 0.088
C: -0.767 3.114 0.516
C: -1.080 3.585 -0.904
C: 0.662 3.578 0.825
C: -1.654 3.867 1.530
H: 0.655 1.360 2.240
H: -2.789 -1.108 1.507
H: -2.672 -1.640 3.817
H: -1.452 -2.504 4.750
H: -1.607 -2.813 3.019
H: -1.792 0.627 4.534
H: -0.045 0.910 4.565
H: -0.757 -0.322 5.612
H: 0.907 -2.376 3.006
H: 0.966 -1.806 4.680
H: 1.537 -0.772 3.363
H: -2.855 0.158 -2.381
H: -2.268 1.788 -2.110
H: -3.984 1.495 -2.389
H: -3.700 -1.250 -0.580
H: -5.086 -0.244 -1.006
H: -4.669 -0.480 0.689
H: -3.824 3.049 -0.171
H: -4.383 2.036 1.170
H: -5.223 2.016 -0.386
H: -0.502 3.023 -1.642
H: -0.808 4.638 -1.000
H: -2.134 3.504 -1.151
H: 1.393 3.161 0.142
H: 0.959 3.361 1.851
H: 0.698 4.662 0.706
H: -2.715 3.693 1.385
H: -1.470 4.941 1.444
H: -1.399 3.559 2.546
O: 2.829 1.755 -6.626
N: 2.882 2.066 -5.456
O: 3.540 2.991 -5.021
C: 2.066 1.288 -4.501
C: 1.085 0.539 -5.036
C: 0.205 -0.226 -4.211
C: -0.740 -1.108 -4.757
C: -1.507 -1.850 -3.905
C: -1.345 -1.677 -2.525
N: -0.481 -0.838 -1.978
C: 0.303 -0.123 -2.821
C: 1.348 0.700 -2.259
N: 1.406 0.712 -0.921
C: 2.474 1.205 -0.339
C: 3.520 1.788 -1.060
C: 3.416 1.898 -2.421
C: 2.293 1.345 -3.075
H: 0.973 0.510 -6.111
H: -0.831 -1.204 -5.832
H: -2.235 -2.562 -4.263
H: -1.944 -2.255 -1.838
H: 2.508 1.138 0.743
H: 4.390 2.162 -0.539
H: 4.192 2.378 -2.991
S: 1.637 -1.767 0.348
C: 0.734 -3.222 0.346
S: -0.931 -2.785 0.347
C: 1.224 -4.500 0.332
C: 0.326 -5.608 0.276
N: -0.422 -6.481 0.215
C: 2.633 -4.731 0.347
N: 3.773 -4.894 0.353

2S+1   2
E_HOMO (spin up / spin down)   -0.2847 / -0.2829 Eh
Kohn-Sham gap (spin up / spin down)   0.2256 / 0.2239 Eh
LUMO energy (spin up / spin down)   -1.6 / -1.6 eV

Partial atomic charges computed with the Mulliken method, in multiples of e: 1.01, -0.78, 0.92, 0.32, -1.06, -0.46, 1.87, -1.74, -1.77, -1.30, 2.04, -1.52, -2.23, -1.95, 1.98, -1.91, -1.84, -1.60, 0.71, 0.98, 0.33, 0.47, 0.26, 0.37, 0.29, 0.47, 0.18, 0.52, 0.15, 0.29, -0.06, 0.63, 0.38, 0.44, 0.41, 0.27, 0.36, 0.56, 0.13, 0.60, 0.31, 0.25, 0.33, 0.55, 0.27, 0.43, 0.30, -0.62, 1.04, -0.60, -0.31, -0.65, 1.24, -0.94, -1.04, -0.72, 0.99, -0.39, -0.46, 1.16, -0.85, -0.88, -0.85, 0.68, 0.58, 0.49, 0.49, 0.27, 0.39, 0.48, 0.57, -0.59, 0.66, -0.78, 0.74, -0.04, -0.56, -0.14, -0.55

***

no.,DFT total energy (eV)
1,-9406.948
2,-56849.960
3,-102406.127